No. 1
Computed, not measured: a structure of composition C34H62As3ClN5OS5V, with ωB97M-V/def2-TZVPD.

XYZ file:
```
112
Properties=species:S:1:pos:R:3
V 0.073 0.875 0.500
C -1.988 3.872 1.391
As -0.860 2.482 2.141
C 0.290 3.620 3.223
C -2.169 1.753 3.395
C -1.825 0.518 4.243
C -2.994 0.355 5.229
C -1.797 -0.753 3.378
As -0.393 -0.984 2.036
C -1.158 -2.538 1.144
C 1.061 -1.941 2.906
C -0.482 0.750 4.992
As -0.227 -0.070 6.794
C 0.258 -1.916 6.335
C 1.607 0.595 6.979
H -2.434 4.425 2.210
H -2.775 3.432 0.784
H -1.407 4.557 0.780
H -0.338 4.295 3.791
H 0.920 4.214 2.563
H 0.915 3.056 3.909
H -3.048 1.560 2.776
H -2.413 2.579 4.058
H -3.947 0.311 4.692
H -3.032 1.193 5.928
H -2.895 -0.560 5.814
H -2.718 -0.823 2.795
H -1.755 -1.635 4.012
H -1.465 -3.246 1.908
H -0.421 -3.011 0.500
H -2.018 -2.255 0.544
H 0.624 -2.731 3.505
H 1.685 -1.313 3.536
H 1.673 -2.398 2.129
H -0.402 1.810 5.237
H 0.368 0.511 4.342
H -0.539 -2.421 5.788
H 0.402 -2.455 7.271
H 1.188 -1.958 5.767
H 1.598 1.673 7.148
H 2.202 0.369 6.089
H 2.075 0.123 7.842
N 2.064 1.348 1.445
C 3.208 1.659 0.524
C 3.595 0.455 -0.323
C 2.517 0.010 -1.298
N 1.286 -0.430 -0.570
H 1.932 2.134 2.068
H 2.348 0.583 2.044
H 4.068 1.987 1.101
H 2.912 2.485 -0.120
H 3.872 -0.377 0.335
H 4.488 0.710 -0.893
H 2.895 -0.801 -1.914
H 2.255 0.824 -1.965
H 1.534 -1.259 -0.044
H 0.562 -0.774 -1.252
C 0.761 4.279 -1.348
S 0.204 2.554 -1.333
C -1.470 2.681 -1.842
C -2.372 1.812 -1.380
S -2.029 0.581 -0.180
S -3.991 1.974 -2.006
C -3.688 3.372 -3.016
S -4.814 4.104 -3.896
S -2.002 3.861 -3.008
H 1.740 4.317 -0.875
H 0.059 4.910 -0.810
H 0.851 4.598 -2.383
C -4.624 -4.184 -1.636
C -3.750 -5.442 -1.500
C -4.675 -6.556 -0.991
C -2.673 -5.204 -0.436
C -3.134 -5.845 -2.881
O -4.207 -6.141 -3.793
C -2.249 -7.121 -2.840
C -0.749 -7.141 -2.463
C -0.404 -7.437 -1.019
C -0.833 -8.600 -0.388
C -0.515 -8.862 0.939
C 0.253 -7.954 1.648
Cl 0.653 -8.265 3.307
C 0.714 -6.801 1.038
C 0.383 -6.555 -0.288
C -2.519 -4.661 -3.688
N -1.504 -3.759 -3.109
C -1.679 -2.518 -2.645
N -0.524 -1.978 -2.308
C 0.364 -2.965 -2.638
N -0.183 -4.050 -3.131
H -5.251 -4.078 -0.746
H -5.283 -4.252 -2.505
H -4.027 -3.274 -1.715
H -4.991 -6.313 0.027
H -4.182 -7.529 -0.946
H -5.580 -6.642 -1.597
H -3.129 -4.715 0.433
H -1.858 -4.565 -0.801
H -2.234 -6.143 -0.095
H -4.602 -6.985 -3.551
H -2.321 -7.507 -3.857
H -2.772 -7.838 -2.204
H -0.258 -6.221 -2.751
H -0.298 -7.923 -3.079
H -1.427 -9.325 -0.940
H -0.850 -9.774 1.420
H 1.330 -6.109 1.602
H 0.750 -5.652 -0.774
H -3.357 -4.039 -3.983
H -2.087 -5.076 -4.592
H -2.642 -2.032 -2.575
H 1.440 -2.882 -2.521
```

Computed properties:
2S+1: 3
Charge: +2
Energy above the lowest of the compared OMol25 structures with the same formula, charge and spin in kcal per mole: 8.7
Expectation value of S²: 2.059
Gap between HOMO and LUMO (alpha / beta) in eV: 5.671 / 6.341
Lowest unoccupied orbital energy (alpha / beta) in eV: -6.61 / -5.94

Here are the Mulliken charges for atoms 1 to 8, given in e: atom 1 (V): -0.113, atom 2 (C): -1.241, atom 3 (As): 1.701, atom 4 (C): -1.758, atom 5 (C): -2.221, atom 6 (C): 2.091, atom 7 (C): -2.197, atom 8 (C): -2.060

No. 2
Computed, not measured: the ion C4H8NO2 with charge +1, with ωB97M-V/def2-TZVPD.

XYZ file:
```
15
Properties=species:S:1:pos:R:3
C -2.175 -0.076 -0.254
C -0.669 -0.307 -0.034
C 0.101 -1.393 -0.186
O 1.368 -1.224 0.272
C 1.572 0.071 0.383
O 2.217 0.802 -0.636
N 0.162 0.821 0.446
H -2.597 0.454 0.691
H -2.733 -0.972 -0.662
H -2.327 0.535 -1.147
H -0.219 -2.253 -0.575
H 2.092 0.206 1.371
H 3.114 0.633 -0.742
H 0.219 1.570 -0.202
H -0.124 1.134 1.275
```

Computed properties:
Charge: +1
Energy above the lowest of the compared OMol25 structures with the same formula, charge and spin in kcal per mole: 54.0
SMILES: CC1=CO[C@@H](O)[NH2+]1
Gap between HOMO and LUMO in eV: 11.060
Lowest unoccupied orbital energy in eV: -3.26

Here are the Mulliken charges for atoms 1 to 8, given in e: atom 1 (C): -1.064, atom 2 (C): 0.348, atom 3 (C): -0.533, atom 4 (O): -0.271, atom 5 (C): 0.143, atom 6 (O): -0.521, atom 7 (N): -0.037, atom 8 (H): 0.286

No. 3
Computed, not measured: a structure of composition C21H64AsF6N14O9, with ωB97M-V/def2-TZVPD.

XYZ file:
```
115
Properties=species:S:1:pos:R:3
As 6.974 23.161 -17.776
F 8.151 21.742 -17.979
F 6.121 22.472 -19.179
F 5.793 24.532 -17.737
F 7.969 23.949 -16.476
F 7.884 24.129 -19.025
F 5.954 22.356 -16.581
C 3.584 15.022 -14.337
C 4.636 15.719 -15.164
C 4.559 17.262 -15.016
O 5.343 17.804 -16.005
C 5.793 19.177 -15.808
N 5.903 15.320 -14.685
H 3.842 15.356 -13.332
H 3.602 13.932 -14.317
H 2.585 15.418 -14.521
H 4.499 15.520 -16.227
H 4.787 17.711 -14.049
H 3.548 17.612 -15.223
H 4.795 19.609 -15.883
H 6.256 19.522 -16.732
H 6.271 19.338 -14.842
H 6.471 16.138 -14.851
H 6.194 14.689 -15.418
C 15.254 23.463 -15.406
C 13.791 23.958 -14.971
C 12.663 23.448 -15.922
O 12.627 24.395 -17.038
C 11.441 24.448 -17.786
N 13.664 23.403 -13.589
H 16.030 23.830 -14.734
H 15.419 23.826 -16.421
H 15.335 22.380 -15.311
H 13.865 25.044 -15.019
H 11.736 23.622 -15.376
H 12.703 22.375 -16.105
H 11.505 23.596 -18.462
H 11.447 25.232 -18.543
H 10.496 24.379 -17.247
H 12.665 23.319 -13.470
H 14.013 22.459 -13.675
C 3.560 18.669 -18.752
C 2.945 18.890 -20.245
C 1.555 18.314 -20.482
O 1.348 18.037 -21.842
C 0.850 19.260 -22.509
N 3.147 20.351 -20.569
H 3.786 17.604 -18.695
H 2.789 18.835 -18.000
H 4.510 19.135 -18.493
H 3.644 18.381 -20.909
H 0.820 18.935 -19.971
H 1.465 17.397 -19.900
H 0.592 18.970 -23.528
H 1.467 20.153 -22.614
H -0.140 19.541 -22.148
H 2.902 20.633 -21.508
H 4.077 20.716 -20.422
C 10.374 18.370 -16.886
C 11.370 19.288 -17.694
C 11.792 18.696 -19.044
O 10.658 18.486 -19.861
C 10.977 17.959 -21.137
N 10.658 20.587 -17.659
H 9.827 18.912 -16.114
H 10.781 17.564 -16.276
H 9.624 17.993 -17.582
H 12.282 19.401 -17.108
H 12.213 17.692 -18.982
H 12.397 19.398 -19.617
H 11.118 18.712 -21.912
H 10.061 17.479 -21.480
H 11.758 17.199 -21.161
H 10.926 21.154 -18.450
H 9.655 20.574 -17.782
C 8.395 20.612 -21.468
O 9.229 20.255 -22.325
N 8.427 20.265 -20.252
N 7.554 21.604 -21.652
H 9.212 19.655 -20.071
H 8.059 20.855 -19.519
H 6.944 21.848 -20.885
H 7.513 22.085 -22.539
C 5.604 24.196 -13.944
O 4.809 24.785 -14.654
N 6.453 24.709 -13.175
N 5.640 22.902 -13.938
H 6.430 25.713 -13.064
H 7.142 24.092 -12.769
H 6.356 22.423 -13.411
H 5.256 22.582 -14.816
C 6.359 27.411 -19.868
O 5.508 27.223 -19.058
N 6.320 28.443 -20.699
N 7.346 26.551 -20.086
H 7.064 28.503 -21.379
H 5.589 29.138 -20.751
H 7.346 25.709 -19.528
H 8.206 26.987 -20.387
C 3.578 25.031 -20.826
O 3.694 25.214 -19.633
N 2.906 25.745 -21.684
N 4.218 24.223 -21.534
H 3.081 25.724 -22.678
H 2.099 26.267 -21.374
H 4.870 23.671 -20.995
H 4.000 24.281 -22.518
C 2.821 22.764 -17.286
O 3.079 23.819 -16.682
N 1.841 21.899 -17.172
N 3.530 22.227 -18.305
H 1.986 20.902 -17.244
H 1.101 22.237 -16.574
H 2.988 21.775 -19.027
H 4.445 22.596 -18.523
```

Computed properties:
Charge: -1
Energy above the lowest of the compared OMol25 structures with the same formula, charge and spin in kcal per mole: 94.4
Gap between HOMO and LUMO in eV: 8.184
Lowest unoccupied orbital energy in eV: 2.26

Here are the Mulliken charges for atoms 1 to 8, given in e: atom 1 (As): 1.872, atom 2 (F): -0.424, atom 3 (F): -0.143, atom 4 (F): -0.508, atom 5 (F): -0.625, atom 6 (F): -0.689, atom 7 (F): -0.305, atom 8 (C): -1.404